A structure of composition C3H2N3OS in a non-equilibrium geometry, computed with ωB97M-V/def2-TZVPD.

Computed properties:
HOMO = -4.0 eV
Electronic energy = -20497.3484 eV
Energy above the lowest of the compared OMol25 structures with the same formula, charge and spin = 0.00 kJ/mol
E_LUMO = 3.66 eV
Kohn-Sham gap = 0.283 hartree
Total charge = -1

Each line ends with the Löwdin charge.
Cartesian coordinates (Å):
C 1.20 -0.28 1.47  -0.308
C -0.22 0.11 -0.02  -0.290
C -1.82 0.74 -0.89  -1.004
N -0.01 0.27 1.27  0.056
N 1.77 -0.76 0.39  -0.003
N 0.84 -0.50 -0.57  -0.014
O -2.31 1.70 -0.37  -0.069
S -2.10 -0.22 -2.19  0.436
H 1.67 -0.31 2.44  0.077
H 0.97 -0.77 -1.53  0.119